*w*
C4H26BO21 | ωB97M-V/def2-TZVPD

Element x y z (Å)
O  -3.044  -15.234  2.890
O  -4.719  -14.048  3.906
O  0.366  -18.067  1.700
O  -6.419  -16.209  -0.725
O  0.426  -21.629  -1.407
O  -1.329  -16.968  2.880
O  -8.275  -9.887  1.995
O  -2.950  -14.602  6.226
O  -0.250  -15.060  9.351
O  -4.088  -19.234  -0.700
O  -4.350  -19.408  3.460
O  -1.537  -15.419  4.627
O  -8.248  -13.982  7.057
O  -0.686  -14.826  2.361
O  -5.419  -14.255  10.805
O  3.179  -22.405  3.118
O  3.354  -11.576  -1.939
O  -4.129  -12.970  -0.978
O  1.404  -15.277  1.194
O  3.362  -14.466  -4.826
O  -10.604  -13.491  3.539
C  -3.610  -14.599  3.888
C  -0.170  -17.065  2.126
C  -2.650  -14.827  5.079
C  0.339  -15.600  1.844
B  -1.649  -15.546  3.184
H  0.748  -20.866  -0.926
H  -4.115  -20.150  -0.978
H  -8.213  -13.296  7.724
H  -1.014  -14.503  9.497
H  -10.230  -13.840  4.348
H  2.758  -13.993  -5.399
H  -4.370  -19.253  0.214
H  -4.942  -13.660  11.382
H  -6.950  -16.529  -1.454
H  3.656  -21.711  2.662
H  -4.000  -12.417  -0.208
H  -8.410  -9.117  2.547
H  -4.993  -14.156  9.953
H  3.527  -22.390  4.009
H  -4.390  -19.431  4.416
H  3.082  -14.236  -3.940
H  -10.160  -12.652  3.412
H  -4.654  -13.705  -0.661
H  -0.047  -14.950  8.423
H  -7.324  -9.972  1.929
H  3.143  -10.690  -1.645
H  -3.696  -18.737  3.263
H  0.437  -22.339  -0.766
H  -7.612  -13.706  6.397
H  -5.767  -16.895  -0.583
H  2.998  -12.146  -1.257

Orbital gap ... 9.77 eV
Multiplicity ... 1
Net charge ... -1
LUMO level ... 2.0 eV

---

*x*
C4H26BO21 | ωB97M-V/def2-TZVPD

Element x y z (Å)
O  0.338  -0.935  0.800
O  6.565  5.024  7.097
O  -0.071  -3.077  0.182
O  1.768  2.895  -0.081
O  6.592  7.064  2.647
O  -1.162  3.021  8.607
O  3.408  -4.611  -4.782
O  4.953  -4.983  -0.156
O  -0.398  -0.655  -5.153
O  -2.859  -1.917  0.004
O  0.165  1.277  -0.154
O  -4.894  -8.379  1.496
O  -5.512  -0.310  5.140
O  -1.763  -0.038  0.528
O  -0.223  1.021  2.098
O  -1.789  -6.332  -5.837
O  6.535  3.088  -4.500
O  0.587  8.137  -2.460
O  -9.045  -2.581  -2.851
O  -6.346  1.221  -2.578
O  1.101  2.638  2.903
C  -0.383  -1.893  0.375
C  -1.851  -1.322  0.285
C  0.962  2.156  0.470
C  0.582  2.010  1.974
B  -0.389  0.327  0.831
H  1.276  7.556  -2.139
H  7.507  6.867  2.448
H  -4.200  -8.865  1.052
H  -9.214  -1.807  -3.388
H  -0.120  0.033  -4.550
H  -1.344  -7.165  -5.683
H  6.629  4.128  6.767
H  4.223  -5.357  0.337
H  -4.904  -1.038  5.010
H  3.230  -5.032  -3.941
H  6.022  2.704  -5.211
H  -1.039  2.244  8.062
H  -5.179  -7.728  0.855
H  -0.005  8.242  -1.715
H  5.882  3.393  -3.871
H  4.642  -4.120  -0.428
H  -1.757  -5.882  -4.993
H  0.379  -1.203  -5.267
H  -8.499  -2.260  -2.133
H  -0.337  3.114  9.084
H  4.335  -4.787  -4.947
H  -5.607  0.881  -2.074
H  6.128  6.244  2.478
H  -6.104  1.070  -3.492
H  6.398  5.556  6.319
H  -5.211  0.365  4.531

Orbital gap ... 9.48 eV
Multiplicity ... 1
Net charge ... -1
LUMO level ... 1.9 eV

---

Energies relative to the most stable structure, in eV: *w* 0.195; *x* 0.000.

---

*w*
C10H11O3S | ωB97M-V/def2-TZVPD

Element x y z (Å)
S  2.725  -1.104  0.290
O  2.676  -2.339  1.060
O  2.583  -1.328  -1.226
O  3.774  -0.217  0.711
C  -2.467  -2.187  -0.262
C  -0.113  -0.875  0.448
C  1.171  -0.205  0.816
C  -2.495  -1.345  0.784
C  -1.274  -2.591  -0.883
C  0.152  1.488  -1.471
C  -1.304  -0.734  1.195
C  1.123  1.337  -0.266
C  -0.162  -1.945  -0.534
C  2.081  2.252  -0.113
H  -3.326  -2.771  -0.442
H  1.233  0.237  1.772
H  -3.358  -0.911  1.142
H  2.809  2.315  0.651
H  -0.843  1.381  -1.101
H  0.192  2.527  -1.938
H  -1.367  -3.237  -1.775
H  0.494  0.737  -2.138
H  2.210  3.068  -0.768
H  0.895  -2.127  -1.061
H  -1.369  -0.032  1.944

Orbital gap ... 8.69 eV
SMILES string ... C=C(C)[C@@H](c1ccccc1)S(=O)(=O)[O-]
Multiplicity ... 1
Net charge ... -1
LUMO level ... 3.4 eV

---

*x*
C10H11O3S | ωB97M-V/def2-TZVPD

Element x y z (Å)
S  -1.658  1.513  -0.122
O  -2.379  2.418  0.733
O  -1.448  1.974  -1.479
O  -0.129  1.377  0.613
C  0.999  0.866  0.078
C  1.447  1.235  -1.197
C  3.291  0.791  0.841
C  -1.138  -0.860  -0.704
C  2.797  1.435  -1.412
C  1.955  0.553  1.064
C  -0.537  -2.022  -0.391
C  -2.565  -0.576  1.355
C  3.719  1.276  -0.389
C  -2.107  -0.090  0.014
H  -0.846  -0.401  -1.644
H  3.990  0.698  1.662
H  1.587  0.314  2.052
H  0.193  -2.470  -1.050
H  0.718  1.515  -1.940
H  3.123  1.829  -2.366
H  -3.141  -1.498  1.220
H  -3.202  0.177  1.811
H  -0.725  -2.557  0.526
H  -1.735  -0.810  2.037
H  4.745  1.587  -0.523

Orbital gap ... 6.47 eV
SMILES string ... C=CC(C)=[S@@](=O)([O-])Oc1ccccc1
Multiplicity ... 1
Net charge ... -1
LUMO level ... 3.5 eV

---

Energies relative to the most stable structure, in eV: *w* 0.000; *x* 0.100.